# 1
Formula: C6H10BBrO2
Source: the OMol25 dataset
Level of theory: wB97M-V/def2-TZVPD

The geometry in XYZ format:
```
20
Properties=species:S:1:pos:R:3:forces:R:3:nbo_charge:R:1
Br -1.97115 -2.76514 -2.46380 -0.5 0.3 0.4 -0.029
O -0.96014 -0.54354 0.48836 0.8 0.8 0.2 -0.709
O -0.24237 0.21443 -1.53177 -0.2 0.0 -1.2 -0.682
C 0.21940 1.26755 1.70410 1.7 1.2 -3.3 -0.606
C 0.37753 0.08413 0.69203 0.1 -0.6 1.4 0.189
C 1.65097 1.45636 -1.02175 -0.2 0.4 0.2 -0.477
C 1.35846 -1.04787 1.09295 0.2 1.7 0.2 -0.608
C -2.81682 -1.22422 -1.56613 6.9 1.3 0.6 -0.622
C 0.73005 0.56886 -0.63876 0.7 2.3 -2.2 0.273
B -1.23120 -0.35022 -0.82414 -3.9 -2.8 -1.1 1.088
H 1.67061 1.98471 -2.00849 -0.1 -1.0 1.0 0.231
H -0.18829 0.81846 2.53644 -1.8 -0.3 1.9 0.221
H -3.27276 -0.66242 -2.28424 -1.4 1.3 -1.7 0.208
H 2.28043 1.84490 -0.23001 0.3 -0.1 -0.2 0.203
H 2.41834 -0.70362 1.13274 -0.8 -0.1 -0.3 0.222
H -0.31901 2.18779 1.11747 1.2 -2.3 2.1 0.234
H 1.24455 -1.83927 0.38549 0.1 -0.6 -0.4 0.228
H 1.25471 1.52871 2.06101 -0.9 0.3 -0.7 0.217
H 1.10770 -1.36696 2.07376 -0.3 -0.6 0.9 0.214
H -3.31101 -1.45265 -0.71529 -1.9 -1.2 2.2 0.207
```
Positions in Å, forces in eV/Å.

Summary:
- E (hartree) = -2983.979671
- net charge = 0
- LUMO energy (eV) = 0.50
- frontier orbital gap (eV) = 9.74

***

# 2
Formula: C6H10BF2InO6
Source: the OMol25 dataset
Level of theory: wB97M-V/def2-TZVPD

The geometry in XYZ format:
```
26
Properties=species:S:1:pos:R:3:forces:R:3:nbo_charge:R:1
In -5.11024 10.22960 -38.53901 -0.5 1.4 -0.3 1.658
F -9.33364 14.78302 -40.60735 0.0 0.4 -0.3 -0.304
F -2.22540 13.63500 -43.00234 0.3 -0.4 0.4 -0.323
O -2.94705 11.49675 -42.67473 0.3 -0.1 0.3 -0.456
O -4.57554 11.11230 -41.16672 -0.4 -1.0 1.4 -0.700
O -8.05488 13.92104 -39.01703 0.1 -0.6 0.1 -0.474
O -4.87880 12.53788 -42.84382 -0.3 -0.5 -0.1 -0.433
O -6.42043 14.66341 -40.25393 0.7 -0.6 -0.4 -0.446
O -6.31363 12.56307 -39.44758 0.8 -1.3 0.3 -0.716
C -4.17161 11.67125 -42.16161 0.4 0.4 -0.1 1.028
C -7.24450 15.80239 -39.94621 0.3 0.5 -0.2 -0.141
C -8.55417 15.15244 -39.57804 0.2 -0.6 0.7 0.436
C -2.72381 12.52381 -43.61849 -0.7 1.4 -0.9 0.426
C -4.14180 12.85169 -44.04827 -0.7 0.1 -0.7 -0.140
C -6.87987 13.62161 -39.59006 -1.0 1.3 0.6 1.029
B -5.77017 8.71194 -36.19838 -0.3 -0.1 -2.8 -0.570
H -6.04286 7.93145 -37.03644 -0.1 0.0 -0.6 0.091
H -6.77330 16.29298 -39.09367 -0.3 0.0 0.1 0.224
H -4.41310 13.86586 -44.32867 0.7 0.3 0.4 0.249
H -9.13597 15.64567 -38.80499 -0.1 0.1 -0.1 0.205
H -4.56150 8.88992 -36.39327 1.5 -1.1 0.4 0.166
H -5.81536 8.55524 -34.99877 0.9 1.6 1.0 0.348
H -7.22807 16.50808 -40.77107 -0.3 -0.3 -0.2 0.252
H -4.49297 12.25891 -44.89668 0.0 -0.5 0.4 0.225
H -2.05766 12.26192 -44.43385 0.1 -0.5 0.3 0.213
H -6.48324 9.70042 -36.31600 -1.7 0.1 0.3 0.153
```
Positions in Å, forces in eV/Å.

Summary:
- E (hartree) = -1099.938933
- net charge = +2
- ΔE to the lowest compared entry with this formula, charge and spin (kcal/mol) = 0.00
- LUMO energy (eV) = -13.68
- frontier orbital gap (eV) = 4.03

***

# 3
Formula: C6H10BN
Source: the OMol25 dataset
Level of theory: wB97M-V/def2-TZVPD

The geometry in XYZ format:
```
18
Properties=species:S:1:pos:R:3:forces:R:3:nbo_charge:R:1
N -1.37258 1.03998 -1.34452 1.2 1.9 -1.9 -0.881
C -0.36375 -2.08147 0.51923 0.4 -0.7 -0.3 -0.127
C -0.46527 1.99294 -2.10062 0.7 -0.5 1.1 -0.414
C 1.66122 0.36293 2.40565 1.7 0.3 -0.9 -0.412
C 1.00682 -0.15741 1.33859 0.3 2.7 -0.2 -0.212
C 0.39272 -1.43837 1.43707 -0.7 -0.9 -1.5 -0.305
C -0.98562 -1.57902 -0.70332 0.1 -1.8 -0.6 -0.847
B -1.11165 -0.23018 -1.00767 -0.5 -0.2 -0.2 0.904
H 0.62849 -2.06788 2.26165 0.6 -0.1 0.8 0.204
H -0.26899 2.82055 -1.33623 0.1 -0.8 -1.6 0.207
H -0.81869 2.33445 -3.09797 -0.5 0.0 1.0 0.209
H 2.26741 1.32308 2.29890 -1.1 -1.3 0.3 0.196
H -1.34869 -2.36077 -1.46876 0.6 1.4 1.3 0.263
H -2.18331 1.56457 -1.12894 -1.1 -0.2 0.6 0.407
H 1.93291 -0.30457 3.25863 -0.6 0.8 -0.5 0.195
H 0.95174 0.51539 0.36377 -0.1 -1.7 2.0 0.201
H -0.37374 -3.17370 0.69330 -0.7 0.6 -0.1 0.199
H 0.45097 1.43949 -2.38875 -0.3 0.4 0.7 0.215
```
Positions in Å, forces in eV/Å.

Summary:
- E (hartree) = -314.139077
- net charge = 0
- ΔE to the lowest compared entry with this formula, charge and spin (kcal/mol) = 38.08
- LUMO energy (eV) = 0.41
- frontier orbital gap (eV) = 7.48

***

# 4
Formula: C6H10BNO2
Source: the OMol25 dataset
Level of theory: wB97M-V/def2-TZVPD

The geometry in XYZ format:
```
20
Properties=species:S:1:pos:R:3:forces:R:3:nbo_charge:R:1
O 2.06870 -0.49648 -0.17113 -0.8 -0.6 -0.1 -0.520
O 0.28496 -2.60206 0.56109 0.8 -0.6 -0.1 -0.873
N 0.39448 1.06145 -0.34478 0.3 -0.2 -0.8 -0.460
C 0.77365 -0.11270 -0.28804 0.8 0.1 0.0 0.639
C -1.83689 -1.47991 -0.32340 1.7 2.6 0.5 0.082
C -0.90386 1.61692 -0.43410 -1.8 1.1 3.7 -0.233
C 3.09204 0.38264 0.33494 0.1 0.2 -0.6 -0.253
C -2.56157 -0.41031 -0.04715 0.4 -1.1 -0.4 -0.362
C -1.97476 0.87115 0.49837 0.1 1.6 1.8 -0.433
B -0.27681 -1.76663 -0.44304 0.3 -1.8 -0.2 0.272
H 1.09096 -3.12663 0.30534 -1.4 1.2 0.2 0.491
H -0.84737 2.73372 -0.16523 0.1 -1.7 0.2 0.200
H 3.02728 0.43078 1.41551 -0.1 0.2 0.1 0.192
H -2.78609 1.63477 0.65062 0.4 -0.8 -0.5 0.219
H 4.07651 -0.01429 0.05709 -0.5 -0.5 0.1 0.200
H -1.52239 1.67875 -1.28012 0.4 -0.5 -2.4 0.215
H 3.06967 1.36006 -0.14729 -0.5 0.1 0.2 0.195
H -1.66878 0.69661 1.58226 0.3 0.2 -1.4 0.226
H 0.12103 -2.05119 -1.56915 -0.1 0.5 0.1 -0.021
H -3.62077 -0.40664 -0.19178 -0.7 -0.1 -0.2 0.223
```
Positions in Å, forces in eV/Å.

Summary:
- E (hartree) = -464.540551
- net charge = 0
- ΔE to the lowest compared entry with this formula, charge and spin (kcal/mol) = 152.19
- LUMO energy (spin up / spin down) (eV) = -0.47 / -2.08
- frontier orbital gap (spin up / spin down) (eV) = 8.46 / 6.35

***

# 5
Formula: C6H10BNO3
Source: the OMol25 dataset
Level of theory: wB97M-V/def2-TZVPD

The geometry in XYZ format:
```
21
Properties=species:S:1:pos:R:3:forces:R:3:nbo_charge:R:1
O 2.59549 -0.42702 0.77255 -1.6 0.2 0.0 -0.886
O 0.10649 1.35160 0.35843 0.0 0.4 -1.4 -0.543
O 1.71754 -1.57716 -1.08217 1.4 -1.8 -1.1 -0.851
N -0.55974 -0.17730 -1.34863 1.3 -0.1 0.8 -0.405
C 1.02786 2.27661 -0.27201 2.1 -1.8 0.9 -0.255
C 0.12120 -0.02782 -0.04159 -1.6 0.7 0.9 0.044
C -1.77774 -0.47182 -1.31649 -2.4 0.8 -1.2 0.111
C -0.65440 -0.73244 1.12255 -0.1 4.1 0.7 -0.467
C -2.74061 -0.46389 -0.13680 4.6 -0.7 -0.9 -0.279
C -2.15645 -0.57479 1.03479 0.8 -0.4 0.4 -0.108
B 1.51895 -0.72270 -0.08797 1.8 1.4 0.7 1.096
H 2.03675 1.67696 -0.33139 -1.3 1.6 0.6 0.166
H 0.96830 2.65533 -1.30564 -1.3 -0.4 0.2 0.182
H -2.69359 -0.44372 1.95381 -0.3 -0.1 0.4 0.204
H -3.70671 -0.22887 -0.28608 -3.2 0.5 -0.6 0.210
H -2.22087 -0.49994 -2.34282 0.0 -0.3 0.8 0.174
H 1.00247 3.10652 0.46070 0.6 -0.3 -0.7 0.198
H 3.33170 -1.02249 0.65946 0.4 -0.2 0.0 0.475
H -0.23019 -1.66024 1.21157 0.3 -2.8 0.5 0.215
H -0.32874 -0.11590 2.02688 -0.3 -1.0 -0.9 0.244
H 2.64231 -1.92093 -1.04914 -1.1 0.1 -0.3 0.477
```
Positions in Å, forces in eV/Å.

Summary:
- E (hartree) = -539.962420
- net charge = 0
- ΔE to the lowest compared entry with this formula, charge and spin (kcal/mol) = 17.44
- LUMO energy (eV) = 0.22
- frontier orbital gap (eV) = 9.22

***

# 6
Formula: C6H10BrN4
Source: the OMol25 dataset
Level of theory: wB97M-V/def2-TZVPD

The geometry in XYZ format:
```
21
Properties=species:S:1:pos:R:3:forces:R:3:nbo_charge:R:1
Br 0.53151 2.60806 -1.53729 -0.3 0.1 0.1 0.251
N 1.37772 -1.24292 -1.49311 -2.2 1.1 3.0 -0.627
N -1.04848 -0.31076 -0.67460 -1.0 -0.2 1.7 -0.501
N 0.69356 1.01467 -0.59355 3.0 0.5 -1.2 -0.523
N 1.75024 -0.98154 1.04681 -0.4 1.8 3.1 -0.356
C -1.27777 0.52409 0.40915 2.5 -5.0 -3.5 0.512
C 0.14787 0.93804 0.68863 -0.7 2.4 2.2 -0.229
C 0.32831 -0.17811 -1.34351 0.0 1.6 -1.9 0.235
C 1.85944 -1.67827 -0.08401 0.8 -4.7 -4.3 -0.108
C -2.59282 0.83678 0.94671 -0.8 -1.6 -1.2 -0.713
C 1.05658 -0.06133 1.51131 -0.9 1.5 0.6 0.166
H 1.07138 0.37138 2.55200 0.6 -1.4 -0.7 0.203
H -1.73753 -0.91834 -1.13750 0.1 0.6 0.5 0.443
H -2.88593 0.34465 1.89446 0.7 0.7 -0.1 0.306
H 2.18590 -0.96954 -2.06348 -0.9 0.6 0.2 0.413
H -3.34381 0.38467 0.21162 0.7 1.3 0.9 0.265
H -2.47368 1.91679 0.95135 -1.2 0.4 0.5 0.284
H 2.95427 -2.05320 -0.29623 -2.0 0.8 0.7 0.235
H 0.02330 0.19385 -2.35875 0.6 -0.8 0.7 0.240
H 1.22887 -2.66191 0.08010 1.4 1.6 0.0 0.239
H 0.15110 1.92295 1.28987 0.3 -1.4 -1.2 0.265
```
Positions in Å, forces in eV/Å.

Summary:
- E (hartree) = -3027.263704
- net charge = +1
- ΔE to the lowest compared entry with this formula, charge and spin (kcal/mol) = 77.83
- LUMO energy (eV) = -4.99
- frontier orbital gap (eV) = 7.84